Formula: C20H28N4O
Source: the OMol25 dataset
Level of theory: the ωB97M-V functional and the def2-TZVPD basis

Last column: Löwdin charge in e.
CARTESIAN COORDINATES (ANGSTROEM)
C -3.0830 0.1914 0.4865  -0.109
C -3.9399 -0.3921 -0.5108  -0.084
C -5.1939 0.0656 -0.1925  -0.156
N -5.1399 0.9254 0.8621  0.013
C -3.8221 1.0511 1.2437  -0.131
H -2.0266 0.0144 0.6069  0.061
H -3.6489 -1.0409 -1.3187  0.084
H -6.1166 -0.2164 -0.6763  0.108
H -5.9759 1.3371 1.2315  0.144
H -3.5272 1.7066 2.0455  0.083
C -1.8050 -3.3192 -3.5269  -0.135
C -2.4038 -4.3183 -2.7233  -0.098
C -2.6615 -5.3992 -3.5718  -0.131
N -2.2843 -5.0253 -4.8301  -0.009
C -1.7225 -3.7595 -4.8134  -0.134
H -1.4827 -2.3425 -3.1990  0.080
H -2.5709 -4.2405 -1.6621  0.087
H -3.1378 -6.3460 -3.3840  0.101
H -2.4290 -5.5278 -5.6867  0.140
H -1.5827 -3.2213 -5.7359  0.104
C 6.2680 -0.6037 -1.3475  -0.120
C 5.7899 0.3119 -0.3991  -0.124
C 6.8006 0.6147 0.4793  -0.125
N 7.8842 -0.1438 0.1039  0.005
C 7.5537 -0.8721 -0.9963  -0.155
H 5.8433 -1.0705 -2.2219  0.094
H 4.7794 0.6899 -0.3672  0.073
H 6.7019 1.2286 1.3579  0.103
H 8.7944 -0.1452 0.5252  0.143
H 8.3182 -1.4895 -1.4427  0.109
C 2.4818 -0.9963 -0.8807  -0.090
C 1.2496 -1.3965 -1.4178  -0.127
C 0.2089 -0.7001 -0.8467  -0.134
N 0.7562 0.0422 0.1814  0.011
C 2.1195 -0.1207 0.1423  -0.146
H 3.4671 -1.2384 -1.2342  0.075
H 1.2492 -2.1780 -2.1672  0.092
H -0.8083 -0.6050 -1.1841  0.086
H 0.2516 0.8050 0.5963  0.124
H 2.7868 0.2493 0.9073  0.098
C -1.1083 4.0725 2.5560  -0.175
C -2.3656 4.1306 3.3825  -0.165
C -2.0456 3.3257 4.6561  -0.189
O -0.6341 3.2376 4.6770  -0.139
C -0.1540 3.1981 3.3473  -0.214
H -0.6141 5.0427 2.4665  0.110
H -1.2623 3.7744 1.5181  0.108
H -3.2276 3.7190 2.8591  0.086
H -2.5668 5.1727 3.6347  0.109
H -2.4308 2.3052 4.5195  0.113
H -2.3504 3.7090 5.6268  0.121
H -0.0431 2.1927 2.9198  0.107
H 0.8606 3.5955 3.4035  0.120

The calculation puts the energy above the lowest of the compared OMol25 structures with the same formula, charge and spin at 435.6 kJ/mol. As for the LUMO energy: 0.7822 eV. The value obtained for the HOMO-LUMO gap is 8.7399 eV. Its SMILES is c1cc[nH]c1.c1cc[nH]c1.c1cc[nH]c1.c1cc[nH]c1.C1CCOC1. Its multiplicity is 1.


Formula: C20H28N4OSSbSe4TeW
Source: the OMol25 dataset
Level of theory: the ωB97M-V functional and the def2-TZVPD basis

Last column: Löwdin charge in e.
CARTESIAN COORDINATES (ANGSTROEM)
W -0.0190 -1.7345 0.0439  0.097
Se -1.5164 -1.7981 3.9712  -0.015
Sb -1.6745 -3.1879 1.9244  0.308
Se -2.5515 -1.7377 0.0255  0.026
Se 2.5115 -1.0613 0.3626  0.135
Se 0.5545 -3.7824 -0.7291  0.130
C 4.3738 -1.8541 3.2615  -0.357
Te 2.4821 -2.4175 2.4296  1.267
C 1.7366 -0.8778 3.7114  -0.424
C 2.9132 0.0177 4.0027  -0.285
C 2.7218 1.2979 4.5122  -0.026
C 3.8139 2.1060 4.7813  -0.066
C 5.1006 1.6399 4.5419  -0.066
C 5.2957 0.3649 4.0386  -0.028
C 4.2011 -0.4510 3.7709  -0.297
H 5.1355 -1.9503 2.4895  0.073
H 4.5842 -2.5755 4.0539  0.076
H 1.3114 -1.3428 4.6005  0.034
H 0.9498 -0.3750 3.1470  0.006
H 1.7174 1.6613 4.6939  0.122
H 3.6624 3.1024 5.1745  0.109
H 5.9536 2.2734 4.7445  0.110
H 6.2989 0.0034 3.8498  0.120
C -2.8012 1.0355 1.9287  -0.086
N -2.0642 1.6788 0.8523  -0.071
C -2.7412 2.8143 0.2391  -0.140
C -2.0740 3.1763 -1.0689  -0.142
C -0.6041 3.4026 -0.8038  -0.145
N -0.0377 2.2473 -0.1181  -0.092
C 1.4098 2.1491 -0.1661  -0.070
C -0.7769 1.3782 0.5981  -0.499
O -0.2367 0.3097 1.0436  -0.298
H -3.7059 0.5613 1.5509  0.067
H -3.0748 1.7928 2.6676  0.103
H -2.1872 0.2795 2.4022  -0.031
H -2.7469 3.6660 0.9287  0.136
H -3.7793 2.5181 0.0794  0.132
H -2.5235 4.0716 -1.4957  0.125
H -2.1940 2.3591 -1.7837  0.118
H -0.4452 4.3050 -0.2035  0.135
H -0.0548 3.5268 -1.7385  0.132
H 1.7527 1.7895 -1.1409  0.076
H 1.7638 1.4826 0.6090  0.012
H 1.8280 3.1434 0.0010  0.102
C -3.0021 -4.2065 -3.6434  0.016
C -2.3339 -2.9329 -4.0262  -0.237
C -2.4054 -2.3200 -5.2455  0.049
C -1.7385 -1.0915 -5.4110  -0.277
N -1.0636 -0.5130 -4.4269  0.115
C -0.9973 -1.1276 -3.2491  -0.701
S -0.0924 -0.3665 -2.0017  0.671
N -1.6089 -2.3170 -3.0640  0.077
C -1.7530 -0.3916 -6.7293  -0.010
H -3.3716 -4.7260 -4.5231  0.094
H -3.8414 -3.9899 -2.9790  0.105
H -2.3112 -4.8561 -3.1044  0.097
H -2.9653 -2.7676 -6.0526  0.131
H -1.5614 -2.7256 -2.1295  -0.027
H -0.9634 -0.8079 -7.3598  0.102
H -1.5537 0.6674 -6.5912  0.088
H -2.6999 -0.5363 -7.2470  0.089

The calculation puts the energy above the lowest of the compared OMol25 structures with the same formula, charge and spin at 145.9 kJ/mol. As for the total charge: +1. As for the LUMO energy (spin up / spin down): -4.5767 / -4.2922 eV. The value obtained for the HOMO-LUMO gap (spin up / spin down) is 5.2686 / 5.4006 eV. Its multiplicity is 1.


Formula: C20H28N7O2S
Source: the OMol25 dataset
Level of theory: the ωB97M-V functional and the def2-TZVPD basis

Last column: Löwdin charge in e.
CARTESIAN COORDINATES (ANGSTROEM)
O 4.7657 3.7593 0.8030  0.055
O -0.0999 3.3322 -1.5626  0.046
N 1.6918 -1.9959 1.7309  0.115
S 0.2816 -4.6166 -1.6798  1.034
C 3.8546 3.3877 0.0847  -0.555
C 0.6806 3.5820 -0.6500  -0.476
C 1.4411 -2.7978 0.7238  -0.109
C -1.1732 -5.4954 -2.1287  -0.382
C 0.0441 -3.1920 0.6925  -0.222
C -2.2011 -5.2938 -1.2402  -0.173
C -0.5370 -3.9894 -0.2587  -0.466
C -1.9417 -1.2847 -2.1994  -0.492
C -0.9634 -1.1054 4.1946  -0.076
C -2.0273 -1.7990 3.6024  -0.085
C 0.3089 -1.1423 3.6093  -0.007
C -1.8230 -2.5344 2.4276  -0.038
C 0.5031 -1.8709 2.4361  -0.285
C -0.5462 -2.5697 1.8501  -0.153
N -0.9720 -1.5805 -3.0192  0.237
N -1.8580 -4.4057 -0.2222  0.037
N 0.8688 4.8154 -0.1693  0.037
N -1.7572 -0.4874 -1.1639  0.125
N 2.7445 2.8796 0.6272  0.091
N -3.1153 -1.7984 -2.4364  0.218
C 3.9798 3.5132 -1.4205  0.018
C 0.1692 6.0095 -0.6433  -0.041
C -0.4881 0.1644 -0.7933  -0.150
C -0.6391 1.0224 0.4682  -0.153
C 0.6972 1.6041 0.9643  -0.120
C 1.5113 2.4333 -0.0537  -0.209
H 2.1833 -3.1026 -0.0078  0.109
H -1.2237 -6.1725 -2.9787  0.074
H -3.1601 -5.8060 -1.3086  0.126
H -1.1205 -0.5477 5.1140  0.105
H -3.0081 -1.7755 4.0694  0.104
H 1.1475 -0.6205 4.0592  0.116
H -2.6571 -3.0727 1.9958  0.080
H -1.1126 -2.2012 -3.7929  0.134
H -0.0673 -1.1803 -2.8471  0.125
H -2.3759 -4.3650 0.6544  0.135
H 1.5543 4.9258 0.5624  0.137
H -2.5448 -0.3038 -0.5668  0.158
H 2.7875 2.7948 1.6333  0.151
H -3.2534 -2.3801 -3.2412  0.133
H -3.8940 -1.5537 -1.8521  0.136
H 3.2207 4.1904 -1.8045  0.079
H 4.9648 3.9189 -1.6508  0.092
H 3.8828 2.5322 -1.8795  0.082
H -0.8764 5.9730 -0.3316  0.088
H 0.2084 6.0577 -1.7343  0.090
H 0.6329 6.9083 -0.2314  0.091
H -0.1577 0.7966 -1.6187  0.116
H 0.2715 -0.5954 -0.6049  0.115
H -1.3393 1.8348 0.2720  0.119
H -1.0578 0.4077 1.2654  0.105
H 1.3213 0.7761 1.3036  0.108
H 0.4834 2.2270 1.8350  0.130
H 1.7904 1.7899 -0.8869  0.143

As for the total charge: +1. As for the LUMO energy: -2.8346 eV. The value obtained for the HOMO-LUMO gap is 7.4920 eV. Its multiplicity is 1.


Formula: C20H28NO2SeSr
Source: the OMol25 dataset
Level of theory: the ωB97M-V functional and the def2-TZVPD basis

Last column: Löwdin charge in e.
CARTESIAN COORDINATES (ANGSTROEM)
O 2.1368 -0.1169 -0.3695  -0.131
C 1.7344 -1.3352 -1.0889  -0.136
C 3.2043 -1.7859 -1.0965  -0.084
H 1.2816 -1.1022 -2.0727  0.091
H 1.0371 -1.9177 -0.4828  0.092
C 3.5119 -0.3335 -0.7058  -0.578
H 3.5579 -2.2494 -2.0246  0.106
H 3.5850 -2.4120 -0.2756  0.113
C 3.8361 0.4362 -1.9756  -0.020
H 3.1651 0.0452 -2.7525  0.077
H 4.8752 0.2279 -2.2765  0.086
H 3.6810 1.5169 -1.8616  0.092
C 4.3293 -0.0855 0.5796  -0.003
H 4.0201 -0.8381 1.3374  0.094
H 4.1223 0.8925 1.0437  0.082
H 5.4047 -0.1650 0.3659  0.078
Sr -1.9242 0.4615 0.4809  1.510
C -0.5171 -0.5385 2.9512  -0.248
C -1.6360 -1.1221 3.6034  -0.172
C -1.8715 -2.3773 2.9919  -0.203
H -2.1241 -0.6661 4.4650  0.084
C -0.9294 -2.5536 1.9412  -0.222
C -0.0494 -1.4274 1.9571  -0.252
H 0.8744 -1.3230 1.3925  0.057
H -0.0378 0.3788 3.2479  0.052
H -2.5990 -3.0991 3.3301  0.057
H -0.8276 -3.4222 1.2965  0.052
C -0.7473 3.1420 1.9492  -0.292
C 0.5085 2.3994 2.1760  -0.173
C 1.0656 2.1330 0.9537  -0.186
H 0.8861 2.1189 3.1609  0.086
C 0.1373 2.4950 -0.0989  -0.301
C -0.9190 3.1798 0.4690  -0.279
H -1.6957 3.7533 -0.0410  0.061
H -0.9226 4.0386 2.5448  0.098
H 2.0543 1.7266 0.8109  0.054
H 0.3050 2.2591 -1.1399  0.052
O -1.9031 0.1647 -1.7754  -0.384
C -1.3286 -0.8115 -2.8047  -0.102
C -2.4536 -1.1823 -3.7968  -0.149
H -1.0996 -1.6874 -2.1668  0.124
H -0.3982 -0.4353 -3.2573  0.123
C -3.7311 -0.7705 -3.0503  -0.154
H -2.4827 -2.2803 -3.9509  0.118
H -2.3499 -0.7004 -4.7938  0.119
C -3.2776 -0.2685 -1.6851  -0.288
H -4.3754 -1.6434 -2.9527  0.116
H -4.2341 -0.0051 -3.6470  0.117
H -3.2562 -1.1475 -0.9726  0.119
H -3.9160 0.5342 -1.2647  0.126
Se -3.0158 3.2225 5.1450  0.428
C -2.5284 2.5517 3.6356  -0.995
N -2.1631 2.1252 2.5512  -0.111

The calculation puts the energy above the lowest of the compared OMol25 structures with the same formula, charge and spin at 225.0 kJ/mol. As for the total charge: -1. As for the LUMO energy: 1.6380 eV. The value obtained for the HOMO-LUMO gap is 2.6517 eV. Its multiplicity is 1.


Calculated total energy across the listed records, respectively: -1073.0627, -11652.3519, -1710.7271, -3416.0805 a.u..